Entry 1:
14
Properties=species:S:1:pos:R:3 method="wB97M-V/def2-TZVPD" orbital_gap_ev=9.8 charge=+1 energy_ha=-324.006323 max_force_ev_per_a=4.64 de_lowest_kj_mol=317.56
C 1.74599 -0.87278 -0.05506
C -1.27776 -1.04332 -0.34801
C 0.51094 -0.13208 0.34790
N 0.48928 1.17913 -0.36514
O 2.45764 -0.39449 -0.89638
O 0.27492 0.12213 1.66771
H 1.95196 -1.81435 0.46231
H -2.01365 -0.36481 0.03679
H -1.12917 -1.06049 -1.41571
H -1.26101 -2.01818 0.10628
H 1.42670 1.25000 -0.83492
H -0.24933 1.23773 -1.07822
H 0.35551 1.93424 0.32631
H 0.38504 -0.65195 2.23771

=====

Entry 2:
15
Properties=species:S:1:pos:R:3 method="wB97M-V/def2-TZVPD" orbital_gap_ev="8.4 / 8.4" charge=0 energy_ha=-665.518601 max_force_ev_per_a=5.49 de_lowest_kj_mol=520.84
C -1.44670 0.90556 -1.71002
C 1.60508 1.25552 0.53258
C -0.98210 -1.85943 0.67472
N -1.01743 0.67246 -0.54882
O 1.47108 -0.78209 -1.83922
O 0.90000 0.09432 1.05097
P -0.01008 -0.52609 -0.11259
H -2.07861 1.77983 -1.97775
H -1.36714 0.14719 -2.47179
H 0.72901 1.86976 0.18219
H 2.28566 0.86690 -0.26840
H 2.19790 1.57752 1.38097
H -2.07393 -1.66646 0.67462
H -0.55594 -2.81466 0.12976
H -0.81832 -1.80852 1.70462

=====

Entry 3:
15
Properties=species:S:1:pos:R:3 method="wB97M-V/def2-TZVPD" orbital_gap_ev=6.9 charge=-1 energy_ha=-722.587241 max_force_ev_per_a=1.87 de_lowest_kj_mol=117.68
C -0.93044 -0.86690 -0.54347
C -1.00641 -0.27775 0.90118
S 0.38726 -0.66003 2.05754
C 0.31309 -0.54077 -1.34765
N 1.51640 -0.77864 -0.80770
O 0.18458 -0.06872 -2.47671
H -1.73997 -0.45102 -1.12965
H -0.87966 -1.93880 -0.36053
H -1.99509 -0.59318 1.23663
H -0.88097 0.79695 0.91945
H 2.29734 -0.24745 -1.14378
H 1.60006 -1.22931 0.09200
H -0.53808 2.81943 0.92172
H -0.44997 2.14941 -0.33168
O -0.84345 2.96897 0.00398

=====

Entry 4:
15
Properties=species:S:1:pos:R:3 method="wB97M-V/def2-TZVPD" orbital_gap_ev="7.0 / 7.4" charge=-1 energy_ha=-722.415782 max_force_ev_per_a=5.41 de_lowest_kj_mol=567.84
C -1.70133 -0.00548 -0.79336
C 1.81668 -1.10816 -0.23158
C -2.16069 0.06537 0.54692
N 2.00001 -0.47288 1.02102
O 1.71738 1.86809 2.05931
O 1.55280 1.73545 -0.32994
S 1.25360 1.04139 0.94350
H -1.86716 -0.91145 -1.23130
H -2.20847 0.67989 -1.43926
H -0.68616 0.39396 -0.82442
H 1.51230 -0.48084 -1.07986
H 1.09408 -1.90986 -0.23896
H 2.76525 -1.51237 -0.56500
H -3.01808 -0.47023 1.04946
H -2.07022 1.08711 1.11348

=====

Entry 5:
15
Properties=species:S:1:pos:R:3 method="wB97M-V/def2-TZVPD" orbital_gap_ev=9.6 charge=+1 energy_ha=-722.204606 max_force_ev_per_a=3.87 de_lowest_kj_mol=253.90
C -2.99306 0.04959 0.20736
C -0.42784 0.94774 0.95826
C 1.50018 0.17134 -0.70654
N 1.49070 -0.85061 0.23794
O -1.93283 0.30744 -0.24501
O -3.86546 -0.73342 -0.28423
S 0.63273 1.75766 0.00096
H -3.47045 0.51604 1.06272
H -0.38351 -0.12375 0.95820
H 2.47175 0.65001 -0.76297
H 1.05391 -0.04026 -1.70095
H 2.29417 -1.48062 -0.02010
H 0.63462 -1.39947 0.29819
H -1.06663 1.40114 1.71157
H -3.72714 -1.14919 -1.20164

=====

Entry 6:
16
Properties=species:S:1:pos:R:3 method="wB97M-V/def2-TZVPD" orbital_gap_ev=10.0 charge=+1 energy_ha=-1120.359984 max_force_ev_per_a=5.38 de_lowest_kj_mol=346.25
C -1.46185 -0.39076 0.37781
C 1.14396 0.69435 0.79078
C 1.84993 -0.00844 -0.25258
N 2.82413 0.50143 -0.97650
O -2.45631 -0.50050 -0.40318
O -0.89041 -1.51227 0.79775
S -3.75122 0.62191 -0.23769
S -0.06441 0.53311 -0.61683
H 0.69572 0.12783 1.62171
H 1.53217 1.67775 0.99256
H 2.04705 -1.07760 -0.38343
H -4.80432 -0.05097 -0.53321
H 3.12882 -0.14133 -1.71560
H 3.29544 1.39766 -1.01818
H -1.34445 -2.25195 0.33188
H -1.74425 0.37979 1.22472

=====

Entry 7:
15
Properties=species:S:1:pos:R:3 method="wB97M-V/def2-TZVPD" orbital_gap_ev=9.0 charge=-1 energy_ha=-399.649538 max_force_ev_per_a=1.12 de_lowest_kj_mol=74.27
C -0.87191 0.14186 1.08653
O -0.05577 0.85651 1.96514
C -0.13398 -1.09678 0.58662
N -0.84606 -1.75237 -0.50668
H -1.76720 -0.13680 1.63731
H -1.12727 0.75002 0.21720
H 0.59200 1.35564 1.43486
H 0.84791 -0.72431 0.27996
H -0.00953 -1.80394 1.40609
H -0.53640 -2.70034 -0.60288
H -0.63089 -1.27169 -1.37035
O 0.57250 0.60759 -2.06793
C 1.11917 1.58783 -1.53137
O 1.20629 1.88284 -0.31118
H 1.64114 2.30394 -2.22332

=====

Entry 8:
15
Properties=species:S:1:pos:R:3 method="wB97M-V/def2-TZVPD" orbital_gap_ev=7.7 charge=-1 energy_ha=-399.660734 max_force_ev_per_a=1.14 de_lowest_kj_mol=44.88
O 1.39927 1.12050 2.44665
C 1.39127 0.23800 1.56147
O 2.09401 -0.79969 1.47517
C 0.27000 0.33450 0.48725
C -0.88594 -0.57792 0.82567
N 0.82482 0.01396 -0.85099
H -0.01919 1.38355 0.48502
H -1.25598 -0.43036 1.84384
H -1.74700 -0.37363 0.17995
H -0.57058 -1.61301 0.69117
H 1.64605 0.59577 -0.94448
H 1.18548 -0.92926 -0.77142
H -0.91273 0.19041 -1.89506
H -1.80179 0.15679 -3.15795
O -1.61767 0.69039 -2.37628

=====

Copy entry 1 word for word.
14
Properties=species:S:1:pos:R:3 method="wB97M-V/def2-TZVPD" orbital_gap_ev=9.8 charge=+1 energy_ha=-324.006323 max_force_ev_per_a=4.64 de_lowest_kj_mol=317.56
C 1.74599 -0.87278 -0.05506
C -1.27776 -1.04332 -0.34801
C 0.51094 -0.13208 0.34790
N 0.48928 1.17913 -0.36514
O 2.45764 -0.39449 -0.89638
O 0.27492 0.12213 1.66771
H 1.95196 -1.81435 0.46231
H -2.01365 -0.36481 0.03679
H -1.12917 -1.06049 -1.41571
H -1.26101 -2.01818 0.10628
H 1.42670 1.25000 -0.83492
H -0.24933 1.23773 -1.07822
H 0.35551 1.93424 0.32631
H 0.38504 -0.65195 2.23771